Record 1
{"formula": "C4H8N4O2", "method": "ωB97M-V/def2-TZVPD", "fmax_ev_per_a": 4.31, "gap_ev": 8.8, "smiles": "Nc1cnc(C(=O)O)[nH]1.N", "e_above_lowest_ev": 0.335, "e_homo_ev": -8.30, "elements": ["N", "H", "H", "H", "C", "O", "C", "N", "C", "C", "N", "N", "H", "H", "H", "H", "O", "H"], "coordinates": [[-3.00, 0.05, -0.32], [-3.38, -0.62, -0.98], [-2.82, -0.31, 0.62], [-3.75, 0.93, -0.22], [-2.17, 2.57, -0.81], [-1.91, 2.53, -2.00], [-1.18, 2.99, 0.18], [-1.44, 3.27, 1.44], [-0.26, 3.62, 2.02], [0.76, 3.54, 1.07], [2.12, 3.69, 1.19], [0.16, 3.11, -0.07], [-0.19, 3.99, 3.04], [2.42, 4.20, 2.01], [2.62, 3.96, 0.35], [0.62, 2.86, -0.94], [-3.62, 2.85, -0.40], [-3.57, 3.28, 0.47]], "nbo_charge": [-1.13, 0.37, 0.36, 0.40, 0.79, -0.55, 0.15, -0.41, -0.17, 0.31, -0.80, -0.50, 0.21, 0.40, 0.39, 0.44, -0.75, 0.50]}

---

Record 2
{"formula": "C4H8N4O2", "method": "ωB97M-V/def2-TZVPD", "fmax_ev_per_a": 3.76, "gap_ev": [6.9, 6.9], "e_above_lowest_ev": 8.618, "e_homo_ev": [-7.73, -7.73], "elements": ["C", "C", "C", "C", "N", "N", "N", "N", "O", "O", "H", "H", "H", "H", "H", "H", "H", "H"], "coordinates": [[0.08, -0.37, -2.05], [-0.96, 0.48, -2.40], [0.66, 0.55, 2.24], [0.37, -0.68, 3.05], [-0.48, 0.90, -0.28], [1.29, -0.50, 0.00], [0.39, -0.02, -0.72], [-1.64, 0.71, -3.61], [-1.29, 1.24, -1.35], [1.49, -1.52, 2.89], [0.57, -1.16, -2.53], [-0.19, 1.16, 1.91], [1.60, 0.92, 1.84], [0.22, -0.55, 4.14], [-0.47, -1.48, 2.95], [-1.14, 0.40, -4.41], [-2.19, 1.51, -3.54], [1.68, -1.59, 1.89]], "nbo_charge": [-0.28, 0.51, -0.13, -0.20, -0.14, -0.41, 0.05, -0.81, -0.32, -0.74, 0.24, 0.22, 0.25, 0.23, 0.23, 0.41, 0.41, 0.50]}

---

Record 3
{"formula": "C4H8N4O2", "method": "ωB97M-V/def2-TZVPD", "fmax_ev_per_a": 3.36, "gap_ev": 9.7, "smiles": "[H]/N=C1/N[C@H](C(=O)O)N(C)N1", "e_above_lowest_ev": 1.443, "e_homo_ev": -9.17, "elements": ["C", "C", "C", "C", "N", "N", "N", "N", "O", "O", "H", "H", "H", "H", "H", "H", "H", "H"], "coordinates": [[-0.44, 1.59, -0.01], [2.01, -0.22, -0.01], [0.66, -0.22, 0.80], [-1.30, -1.76, 0.27], [-0.54, 2.81, -0.34], [0.35, 1.21, 1.02], [-1.09, 0.45, -0.57], [-0.39, -0.70, -0.21], [1.98, -1.07, -1.07], [2.94, 0.56, 0.15], [0.66, -0.87, 1.72], [-0.60, -2.43, 0.75], [-2.09, -1.41, 0.87], [-1.83, -2.19, -0.57], [-1.33, 3.03, -1.05], [1.20, 1.70, 1.22], [-1.24, 0.66, -1.60], [1.04, -1.15, -1.35]], "nbo_charge": [0.54, 0.76, 0.00, -0.40, -0.73, -0.61, -0.50, -0.31, -0.69, -0.56, 0.23, 0.20, 0.20, 0.21, 0.34, 0.43, 0.39, 0.51]}

---

Record 4
{"formula": "C4H8N4O2S2", "method": "ωB97M-V/def2-TZVPD", "fmax_ev_per_a": 3.38, "gap_ev": 6.5, "e_above_lowest_ev": 0.088, "e_homo_ev": -7.97, "elements": ["C", "C", "C", "C", "N", "N", "N", "N", "O", "O", "S", "S", "H", "H", "H", "H", "H", "H", "H", "H"], "coordinates": [[1.13, 2.29, -0.39], [0.09, 0.07, -0.59], [0.35, -1.31, 2.18], [1.12, 3.33, 0.62], [-0.22, -1.13, -0.10], [0.21, -1.81, 1.00], [-1.64, -2.55, -1.89], [0.70, 1.02, 0.13], [1.50, 2.36, -1.54], [-3.58, -4.29, -2.07], [0.35, 0.24, 2.84], [-2.71, -3.50, -1.29], [-0.12, 0.23, -1.60], [0.67, -2.13, 2.79], [0.77, 4.29, 0.16], [0.57, 2.96, 1.48], [2.16, 3.39, 0.89], [-0.57, -1.80, -0.95], [-1.33, -2.38, -2.91], [0.56, 0.73, 1.26]], "nbo_charge": [0.71, 0.35, -0.07, -0.72, -0.39, -0.38, -1.06, -0.66, -0.56, -0.82, -0.26, 1.54, 0.20, 0.20, 0.25, 0.24, 0.25, 0.44, 0.43, 0.33]}

---

Record 5
{"formula": "C4H8N4Si", "method": "ωB97M-V/def2-TZVPD", "fmax_ev_per_a": 7.14, "gap_ev": 8.8, "e_above_lowest_ev": 0.314, "e_homo_ev": -8.62, "elements": ["C", "C", "C", "C", "N", "N", "N", "N", "Si", "H", "H", "H", "H", "H", "H", "H", "H"], "coordinates": [[-1.62, 4.74, -0.64], [-1.16, 1.21, -0.54], [0.70, -1.18, -1.25], [0.71, -0.29, 1.65], [-1.28, 3.58, -0.51], [-0.92, 2.52, -0.03], [-1.70, 1.06, -1.88], [-2.53, 0.97, -0.95], [-0.36, -0.37, 0.10], [-1.34, -1.59, 0.32], [-1.46, 5.58, -1.15], [-0.01, -1.83, -1.74], [1.00, -0.47, -2.07], [1.51, -1.94, -1.03], [0.84, 0.54, 2.34], [0.43, -1.07, 2.33], [1.74, -0.61, 1.29]], "nbo_charge": [-0.02, -0.16, -1.12, -1.13, 0.01, -0.33, -0.07, -0.05, 1.34, -0.17, 0.21, 0.24, 0.24, 0.25, 0.26, 0.25, 0.24]}

---

Record 6
{"formula": "C4H8N5O", "method": "ωB97M-V/def2-TZVPD", "fmax_ev_per_a": 3.37, "gap_ev": 7.4, "charge": 1, "smiles": "NN(C=C=O)CNN=C=[NH2+]", "e_above_lowest_ev": 5.073, "e_homo_ev": -11.07, "elements": ["C", "C", "C", "C", "N", "N", "N", "N", "N", "O", "H", "H", "H", "H", "H", "H", "H", "H"], "coordinates": [[-2.08, 0.39, 1.84], [-1.82, 0.89, 3.01], [1.58, 0.31, -1.34], [-1.35, -0.38, -0.37], [0.55, 0.84, -1.39], [-1.10, -0.29, 1.04], [2.78, -0.07, -1.47], [0.29, 0.05, 1.25], [-0.73, 0.80, -1.08], [-1.67, 1.29, 4.09], [-3.09, 0.29, 1.41], [-0.81, -1.34, -0.78], [-2.39, -0.38, -0.54], [3.37, 0.01, -0.70], [3.27, -0.38, -2.30], [0.81, -0.79, 1.05], [0.45, 0.29, 2.32], [-1.34, 1.69, -1.22]], "nbo_charge": [-0.39, 0.65, 0.61, -0.05, -0.06, -0.27, -0.74, -0.71, -0.42, -0.40, 0.27, 0.20, 0.23, 0.43, 0.45, 0.35, 0.39, 0.44]}

---

Record 7
{"formula": "C4H8N6", "method": "ωB97M-V/def2-TZVPD", "fmax_ev_per_a": 5.25, "gap_ev": 9.9, "smiles": "CNc1nc(N)nc(N)n1", "e_above_lowest_ev": 0.000, "e_homo_ev": -8.89, "elements": ["C", "C", "C", "C", "H", "H", "H", "H", "H", "H", "H", "H", "N", "N", "N", "N", "N", "N"], "coordinates": [[-3.08, -0.66, 0.15], [-0.90, 0.22, 0.08], [1.20, 1.06, 0.36], [0.84, -0.99, -0.46], [-4.08, -0.51, 0.63], [-2.61, -1.46, 0.60], [-3.44, -1.08, -0.85], [-2.41, 1.22, 0.92], [2.10, 2.84, 0.19], [3.04, 1.71, 1.07], [2.20, -2.48, -0.84], [0.64, -2.66, -1.43], [-2.21, 0.56, 0.24], [-0.11, 1.27, 0.35], [2.08, 2.00, 0.75], [1.69, -0.18, 0.02], [1.34, -2.13, -1.00], [-0.49, -0.88, -0.52]], "nbo_charge": [-0.43, 0.60, 0.60, 0.59, 0.20, 0.20, 0.21, 0.40, 0.40, 0.40, 0.39, 0.39, -0.57, -0.58, -0.82, -0.60, -0.78, -0.60]}

---

Record 8
{"formula": "C4H8N7", "method": "ωB97M-V/def2-TZVPD", "fmax_ev_per_a": 5.78, "gap_ev": 9.1, "charge": 1, "e_above_lowest_ev": 1.869, "e_homo_ev": -13.91, "elements": ["C", "C", "C", "C", "N", "N", "N", "N", "N", "N", "N", "H", "H", "H", "H", "H", "H", "H", "H"], "coordinates": [[2.28, 0.02, -1.12], [1.32, 1.03, -1.05], [2.09, -1.22, -0.38], [0.06, -0.59, 0.58], [3.10, 0.48, -2.16], [1.50, 2.09, -1.78], [1.14, -1.42, 0.44], [2.62, 1.67, -2.44], [-0.03, 0.67, 0.12], [-0.87, -1.03, 1.44], [-3.65, -0.04, 1.76], [2.78, -2.10, -0.61], [2.98, 2.15, -3.21], [-0.97, 1.19, 0.04], [-0.71, -2.03, 1.75], [-1.77, -0.55, 1.50], [-4.38, -0.01, 2.55], [-3.69, -1.06, 1.46], [-3.80, 0.75, 1.12]], "nbo_charge": [-0.11, 0.40, 0.23, 0.62, -0.09, -0.24, -0.47, -0.10, -0.57, -0.73, -1.15, 0.24, 0.43, 0.45, 0.45, 0.44, 0.41, 0.39, 0.39]}

---

Record 9
{"formula": "C4H8NO", "method": "ωB97M-V/def2-TZVPD", "fmax_ev_per_a": 4.17, "gap_ev": 10.7, "charge": 1, "smiles": "C[C@H]1[NH2+]CC1=O", "e_above_lowest_ev": 1.645, "e_homo_ev": -14.95, "elements": ["C", "C", "C", "C", "N", "O", "H", "H", "H", "H", "H", "H", "H", "H"], "coordinates": [[-1.26, 0.05, 0.09], [-0.76, -1.47, 0.10], [0.07, 0.44, -0.41], [0.77, 1.65, 0.24], [0.66, -0.85, -0.12], [-2.33, 0.45, 0.39], [-0.87, -2.14, 0.89], [-1.07, -1.94, -0.82], [-0.01, 0.47, -1.54], [1.40, 1.15, 0.94], [-0.06, 2.18, 0.69], [1.26, 2.23, -0.45], [0.94, -0.86, 0.80], [1.27, -1.36, -0.79]], "nbo_charge": [0.58, -0.32, -0.15, -0.59, -0.50, -0.39, 0.25, 0.25, 0.27, 0.21, 0.25, 0.25, 0.43, 0.46]}

---

Record 10
{"formula": "C4H8NO", "method": "ωB97M-V/def2-TZVPD", "fmax_ev_per_a": 2.91, "gap_ev": 10.9, "charge": 1, "smiles": "C#C[C@H](O)C[NH3+]", "e_above_lowest_ev": 1.781, "e_homo_ev": -14.42, "elements": ["C", "C", "C", "C", "N", "O", "H", "H", "H", "H", "H", "H", "H", "H"], "coordinates": [[-2.52, -0.85, -0.09], [-1.63, -0.09, 0.18], [0.83, -0.31, 0.73], [-0.47, 0.74, 0.44], [1.55, -0.45, -0.55], [-0.04, 1.49, -0.68], [-3.34, -1.47, -0.28], [0.44, -1.25, 1.10], [1.46, 0.16, 1.47], [-0.61, 1.37, 1.32], [1.20, 0.38, -1.10], [1.34, -1.32, -1.04], [2.57, -0.38, -0.43], [-0.79, 1.97, -1.06]], "nbo_charge": [-0.12, -0.12, -0.24, 0.04, -0.70, -0.73, 0.26, 0.25, 0.24, 0.23, 0.48, 0.45, 0.45, 0.52]}

---

Record 11
{"formula": "C4H8NO", "method": "ωB97M-V/def2-TZVPD", "fmax_ev_per_a": 2.96, "gap_ev": 10.4, "charge": 1, "smiles": "C[C@@H](O)[N+]1=CC1", "e_above_lowest_ev": 3.114, "e_homo_ev": -15.67, "elements": ["C", "C", "C", "C", "N", "O", "H", "H", "H", "H", "H", "H", "H", "H"], "coordinates": [[-0.87, -1.65, -0.68], [-1.39, -1.46, 0.67], [0.92, 1.34, 0.69], [0.09, 0.69, -0.43], [-0.57, -0.53, -0.16], [0.95, 0.35, -1.53], [-0.51, -2.20, -1.60], [-2.41, -1.33, 0.95], [-0.90, -1.80, 1.58], [1.95, 0.89, 0.43], [0.96, 2.44, 0.64], [0.63, 1.04, 1.77], [-0.61, 1.36, -0.86], [1.77, 0.87, -1.47]], "nbo_charge": [0.28, -0.19, -0.66, 0.22, -0.20, -0.70, 0.30, 0.24, 0.23, 0.23, 0.27, 0.25, 0.23, 0.50]}

---

Record 12
{"formula": "C4H8NO", "method": "ωB97M-V/def2-TZVPD", "fmax_ev_per_a": 6.42, "gap_ev": [5.4, 5.4], "charge": 1, "e_above_lowest_ev": 4.458, "e_homo_ev": [-11.98, -11.99], "elements": ["C", "C", "C", "C", "N", "O", "H", "H", "H", "H", "H", "H", "H", "H"], "coordinates": [[-1.75, -0.02, -0.10], [-0.65, -0.56, -0.03], [-3.10, 0.50, -0.27], [2.62, 0.81, 0.23], [0.42, -1.20, 0.30], [3.32, 0.19, -0.65], [-3.73, 0.49, 0.60], [-3.17, 1.52, -0.42], [-3.73, 0.05, -0.96], [2.62, 0.70, 1.25], [2.05, 1.51, -0.27], [0.46, -1.67, 1.20], [0.70, -1.81, -0.47], [3.93, -0.52, -0.42]], "nbo_charge": [0.02, 0.07, -0.70, 0.43, -0.84, -0.50, 0.25, 0.24, 0.25, 0.21, 0.21, 0.41, 0.40, 0.55]}

---

Record 13
{"formula": "C4H8NO", "method": "ωB97M-V/def2-TZVPD", "fmax_ev_per_a": 3.40, "gap_ev": [8.6, 8.6], "charge": 1, "e_above_lowest_ev": 4.641, "e_homo_ev": [-14.56, -14.54], "elements": ["C", "C", "C", "C", "N", "O", "H", "H", "H", "H", "H", "H", "H", "H"], "coordinates": [[0.53, -1.05, -0.05], [1.31, 0.19, -0.42], [-2.03, -0.12, 0.26], [-0.59, -0.12, 0.31], [0.22, 1.09, 0.07], [-2.06, 0.10, -1.06], [0.21, -1.76, -0.85], [0.90, -1.61, 0.82], [2.21, 0.33, 0.21], [1.39, 0.28, -1.54], [-2.38, -1.08, 0.42], [-2.39, 0.65, 0.95], [0.60, 1.54, 0.97], [-0.22, 1.60, -0.77]], "nbo_charge": [-0.51, -0.21, -0.15, 0.48, -0.60, -0.49, 0.31, 0.28, 0.25, 0.26, 0.22, 0.18, 0.48, 0.51]}

---

Record 14
{"formula": "C4H8NO", "method": "ωB97M-V/def2-TZVPD", "fmax_ev_per_a": 3.17, "gap_ev": 10.0, "charge": 1, "smiles": "CC[C@@]1(O)C=[NH+]1", "e_above_lowest_ev": 3.206, "e_homo_ev": -15.99, "elements": ["C", "C", "C", "C", "N", "O", "H", "H", "H", "H", "H", "H", "H", "H"], "coordinates": [[-0.86, 0.57, -1.60], [0.02, 0.20, 1.57], [0.71, -0.08, 0.23], [-0.27, -0.46, -0.80], [0.04, -0.10, -2.22], [-0.69, -1.68, -0.48], [-1.31, 1.52, -1.67], [-0.48, -0.66, 2.04], [-0.78, 0.90, 1.58], [0.72, 0.80, 2.23], [1.37, -0.87, 0.42], [1.13, 0.89, 0.06], [0.28, -0.23, -3.15], [-1.62, -1.95, -0.68]], "nbo_charge": [0.25, -0.62, -0.46, 0.43, -0.39, -0.64, 0.27, 0.23, 0.21, 0.25, 0.26, 0.23, 0.46, 0.52]}

---

Record 15
{"formula": "C4H8NO", "method": "ωB97M-V/def2-TZVPD", "fmax_ev_per_a": 3.56, "gap_ev": 7.8, "charge": 1, "e_above_lowest_ev": 3.776, "e_homo_ev": -13.37, "elements": ["C", "C", "C", "C", "N", "O", "H", "H", "H", "H", "H", "H", "H", "H"], "coordinates": [[-0.38, -0.11, -0.74], [1.83, 0.05, 0.78], [-2.86, 0.61, -0.13], [-1.50, 0.52, -0.57], [2.60, -0.93, 0.36], [-2.08, 1.69, -0.54], [-0.30, -1.20, -0.43], [0.43, 0.51, -1.10], [1.26, -0.29, 1.72], [2.09, 1.05, 0.25], [-3.78, 0.31, -0.69], [-3.07, 0.50, 0.92], [2.48, -1.91, 0.55], [3.28, -0.81, -0.39]], "nbo_charge": [-0.61, 0.11, -0.12, 0.36, -0.62, -0.40, 0.24, 0.21, 0.28, 0.28, 0.21, 0.19, 0.44, 0.43]}

---

Record 16
{"formula": "C4H8NO", "method": "ωB97M-V/def2-TZVPD", "fmax_ev_per_a": 4.59, "gap_ev": 10.5, "charge": 1, "smiles": "C#[N+][C@H](O)CC", "e_above_lowest_ev": 2.811, "e_homo_ev": -15.32, "elements": ["C", "C", "C", "C", "N", "O", "H", "H", "H", "H", "H", "H", "H", "H"], "coordinates": [[-1.88, -1.69, -0.08], [1.66, -0.61, 0.16], [0.92, 0.74, -0.19], [-0.78, 0.60, 0.39], [-1.33, -0.71, 0.08], [-1.50, 1.66, -0.20], [-2.47, -2.56, -0.33], [1.10, -0.92, 1.05], [2.71, -0.48, 0.29], [1.52, -1.30, -0.63], [0.59, 1.01, -1.22], [1.25, 1.68, 0.29], [-0.69, 0.70, 1.49], [-1.09, 1.88, -1.11]], "nbo_charge": [0.45, -0.62, -0.32, 0.18, -0.20, -0.66, 0.31, 0.20, 0.25, 0.22, 0.19, 0.24, 0.25, 0.50]}